The following is a quantum chemistry calculation of a single C16H19N3O2 molecule, from the Open Molecules 2025 dataset.

Geometry as XYZ:
```
40
C16H19N3O2 | the Open Molecules 2025 dataset | the ωB97M-V functional and the def2-TZVPD basis
C 3.08 3.01 1.54
H 3.09 3.54 2.50
O 2.20 1.93 1.72
C 2.03 1.05 0.68
C 2.61 1.17 -0.57
C 2.38 0.21 -1.55
C 1.59 -0.89 -1.29
C 1.00 -1.01 -0.04
C 1.20 -0.05 0.94
N 0.64 -0.16 2.22
C -0.52 -0.81 2.57
O -0.65 -1.37 3.64
N -1.54 -0.78 1.64
H -2.36 -1.26 1.97
C -1.80 0.35 0.76
C -1.76 -0.03 -0.70
C -1.29 0.87 -1.64
C -1.31 0.51 -2.98
N -1.76 -0.65 -3.41
C -2.21 -1.51 -2.51
C -2.24 -1.25 -1.15
H -2.61 -1.99 -0.46
H -2.57 -2.45 -2.90
H -0.95 1.19 -3.75
H -0.90 1.84 -1.34
C -3.17 0.95 1.09
H -3.35 1.83 0.47
H -3.96 0.23 0.89
H -3.22 1.25 2.13
H -1.03 1.11 0.95
H 1.26 0.03 2.99
H 0.39 -1.86 0.19
C 1.38 -1.94 -2.34
H 0.87 -2.81 -1.93
H 2.33 -2.25 -2.76
H 0.77 -1.55 -3.15
H 2.85 0.33 -2.52
H 3.25 2.01 -0.81
H 4.10 2.67 1.31
H 2.74 3.69 0.76
```

Results
**SMILES string**: COc1ccc(C)cc1NC(=O)N[C@H](C)c1ccncc1
**Molar mass**: 285.3 Da
**ΔE to the lowest compared entry with this formula, charge and spin**: 0.230 eV
**HOMO**: -8.20 eV

Calculated atomic charges, method Mulliken, unit e: number 1, C, carries -0.98; number 2, H, carries 0.27; number 3, O, carries -0.50; number 4, C, carries 1.16; number 5, C, carries -0.63; number 6, C, carries -1.02; number 7, C, carries 0.48; number 8, C, carries -0.16; number 9, C, carries 0.14; number 10, N, carries -0.06; number 11, C, carries 0.09; number 12, O, carries -0.71; number 13, N, carries -0.06; number 14, H, carries 0.33; number 15, C, carries -0.06; number 16, C, carries 0.56; number 17, C, carries -0.16; number 18, C, carries -0.53; number 19, N, carries -0.61; number 20, C, carries -0.56; number 21, C, carries 0.00; number 22, H, carries 0.42; number 23, H, carries 0.37; number 24, H, carries 0.38; number 25, H, carries 0.42; number 26, C, carries -1.60; number 27, H, carries 0.36; number 28, H, carries 0.41; number 29, H, carries 0.45; number 30, H, carries 0.17; number 31, H, carries 0.28; number 32, H, carries 0.37; number 33, C, carries -1.74; number 34, H, carries 0.32; number 35, H, carries 0.53; number 36, H, carries 0.28; number 37, H, carries 0.45; number 38, H, carries 0.42; number 39, H, carries 0.38; number 40, H, carries 0.37


The following is a quantum chemistry calculation of a single C16H19N3O2S molecule, from the Open Molecules 2025 dataset.

Geometry as XYZ:
```
41
C16H19N3O2S | the Open Molecules 2025 dataset | the ωB97M-V functional and the def2-TZVPD basis
C -0.06 0.57 -3.38
C -0.26 0.18 -1.95
C -0.99 -0.95 -1.62
C -1.12 -1.33 -0.28
N -0.55 -0.65 0.71
C 0.14 0.43 0.40
C 0.31 0.91 -0.89
N 1.07 2.08 -1.09
C 0.64 3.18 -1.77
O -0.43 3.23 -2.33
C 1.65 4.34 -1.84
C 2.41 4.14 -3.15
H 2.96 3.20 -3.14
H 3.12 4.95 -3.30
H 1.72 4.13 -3.99
C 2.63 4.39 -0.67
H 2.11 4.37 0.29
H 3.35 3.57 -0.70
H 3.20 5.31 -0.72
C 0.86 5.65 -1.89
H 1.51 6.48 -2.12
H 0.38 5.84 -0.93
H 0.08 5.58 -2.65
H 1.84 2.19 -0.45
H 0.58 0.94 1.24
N -1.88 -2.45 0.03
C -2.05 -3.07 1.25
O -3.03 -3.78 1.42
C -1.01 -2.92 2.27
C -1.22 -2.87 3.62
C -0.02 -2.84 4.36
C 1.08 -2.91 3.56
S 0.68 -2.98 1.90
H 2.11 -2.92 3.86
H 0.01 -2.78 5.43
H -2.20 -2.84 4.05
H -2.55 -2.73 -0.67
H -1.45 -1.54 -2.39
H 0.99 0.80 -3.56
H -0.38 -0.23 -4.04
H -0.64 1.46 -3.59
```

Results
**SMILES string**: Cc1cc(NC(=O)c2cccs2)ncc1NC(=O)C(C)(C)C
**Molar mass**: 317.4 Da
**ΔE to the lowest compared entry with this formula, charge and spin**: 0.741 eV
**HOMO**: -8.46 eV

Calculated atomic charges, method Mulliken, unit e: number 1, C, carries -1.66; number 2, C, carries 1.24; number 3, C, carries -0.56; number 4, C, carries 0.23; number 5, N, carries -0.42; number 6, C, carries -1.01; number 7, C, carries 0.37; number 8, N, carries 0.05; number 9, C, carries 0.08; number 10, O, carries -0.64; number 11, C, carries 2.12; number 12, C, carries -1.75; number 13, H, carries 0.39; number 14, H, carries 0.45; number 15, H, carries 0.38; number 16, C, carries -2.06; number 17, H, carries 0.44; number 18, H, carries 0.46; number 19, H, carries 0.43; number 20, C, carries -1.71; number 21, H, carries 0.42; number 22, H, carries 0.42; number 23, H, carries 0.34; number 24, H, carries 0.26; number 25, H, carries 0.39; number 26, N, carries -0.08; number 27, C, carries 0.21; number 28, O, carries -0.62; number 29, C, carries 0.47; number 30, C, carries -0.56; number 31, C, carries -0.42; number 32, C, carries -0.47; number 33, S, carries -0.09; number 34, H, carries 0.44; number 35, H, carries 0.41; number 36, H, carries 0.44; number 37, H, carries 0.25; number 38, H, carries 0.34; number 39, H, carries 0.30; number 40, H, carries 0.42; number 41, H, carries 0.31


The following is a quantum chemistry calculation of a single C16H19N3O3 molecule, from the Open Molecules 2025 dataset.

Geometry as XYZ:
```
41
C16H19N3O3 | the Open Molecules 2025 dataset | the ωB97M-V functional and the def2-TZVPD basis
C 2.42 -4.24 -4.96
C 1.53 -3.74 -3.82
O 2.27 -3.79 -2.62
C 1.53 -3.37 -1.50
C 2.43 -3.48 -0.27
H 3.28 -2.80 -0.39
H 2.82 -4.50 -0.23
C 1.67 -3.18 1.02
N 1.15 -1.83 1.04
C 1.99 -0.79 1.30
N 1.68 0.46 1.31
C 0.38 0.74 1.05
C -0.56 -0.26 0.78
N -1.78 0.31 0.55
C -1.67 1.66 0.67
C -2.63 2.65 0.53
C -2.24 3.97 0.71
C -0.91 4.29 1.01
C 0.05 3.31 1.15
C -0.32 1.98 0.98
H 1.07 3.56 1.39
H -0.62 5.32 1.15
O -3.24 4.89 0.56
C -2.93 6.26 0.71
H -3.87 6.78 0.55
H -2.57 6.47 1.72
H -2.20 6.59 -0.02
H -3.66 2.42 0.30
H -2.62 -0.21 0.34
C -0.21 -1.65 0.75
O -0.95 -2.59 0.52
H 3.02 -1.05 1.51
H 2.33 -3.32 1.88
H 0.81 -3.85 1.11
H 0.63 -3.98 -1.37
H 1.21 -2.32 -1.65
H 0.63 -4.37 -3.74
H 1.21 -2.71 -4.02
H 1.87 -4.21 -5.90
H 2.73 -5.26 -4.76
H 3.30 -3.62 -5.04
```

Results
**SMILES string**: CCOCCCn1cnc2c([nH]c3cc(OC)ccc32)c1=O
**Molar mass**: 301.3 Da
**ΔE to the lowest compared entry with this formula, charge and spin**: 1.815 eV
**HOMO**: -7.80 eV

Calculated atomic charges, method Mulliken, unit e: number 1, C, carries -1.23; number 2, C, carries -0.21; number 3, O, carries -0.33; number 4, C, carries -0.47; number 5, C, carries -0.29; number 6, H, carries 0.22; number 7, H, carries 0.33; number 8, C, carries -1.26; number 9, N, carries 0.07; number 10, C, carries 0.02; number 11, N, carries -0.69; number 12, C, carries 1.30; number 13, C, carries -0.28; number 14, N, carries -0.02; number 15, C, carries -0.19; number 16, C, carries -0.71; number 17, C, carries 0.95; number 18, C, carries -0.23; number 19, C, carries -1.16; number 20, C, carries -0.12; number 21, H, carries 0.49; number 22, H, carries 0.42; number 23, O, carries -0.45; number 24, C, carries -0.86; number 25, H, carries 0.25; number 26, H, carries 0.35; number 27, H, carries 0.35; number 28, H, carries 0.44; number 29, H, carries 0.20; number 30, C, carries 0.32; number 31, O, carries -0.72; number 32, H, carries 0.45; number 33, H, carries 0.40; number 34, H, carries 0.43; number 35, H, carries 0.35; number 36, H, carries 0.30; number 37, H, carries 0.31; number 38, H, carries 0.29; number 39, H, carries 0.38; number 40, H, carries 0.31; number 41, H, carries 0.31


The following is a quantum chemistry calculation of 2 unconnected molecules or ions with the total composition C16H19N4O6, from the Open Molecules 2025 dataset.

Geometry as XYZ:
```
45
C16H19N4O6 | the Open Molecules 2025 dataset | the ωB97M-V functional and the def2-TZVPD basis
C 2.51 -0.47 2.55
C 3.60 0.39 2.41
N 4.48 1.15 2.28
C 1.88 -1.02 1.43
C 0.63 -1.69 1.57
C 0.03 -2.31 0.49
C 0.64 -2.25 -0.79
N 0.07 -2.97 -1.87
O 0.66 -2.93 -2.98
O -0.98 -3.61 -1.68
C 1.85 -1.55 -0.97
C 2.46 -0.92 0.10
H 2.08 -0.60 3.54
H 0.14 -1.69 2.55
H -0.90 -2.85 0.58
H 2.29 -1.53 -1.96
H 3.36 -0.33 -0.07
C 1.29 -2.05 8.88
C 1.84 -1.74 7.50
C 0.86 -1.01 6.62
O 2.17 -3.07 6.89
C 3.01 -2.97 5.85
N 3.08 -4.29 5.21
N 4.11 -4.59 4.58
C 4.21 -6.01 4.12
O 3.28 -6.77 3.97
O 5.50 -6.25 3.84
C 5.74 -7.62 3.28
C 7.25 -7.80 3.34
C 5.22 -7.74 1.88
O 3.55 -1.96 5.45
H 1.04 -1.14 9.43
H 0.40 -2.67 8.81
H 2.02 -2.61 9.47
H 2.78 -1.18 7.57
H 0.57 -0.05 7.06
H 1.28 -0.82 5.63
H -0.05 -1.62 6.50
H 5.24 -8.35 3.93
H 7.56 -8.79 2.99
H 7.73 -7.04 2.70
H 7.62 -7.64 4.36
H 5.46 -8.72 1.45
H 4.13 -7.61 1.86
H 5.68 -6.97 1.24
```

Results
**Molar mass**: 363.3 Da
**Total charge**: -1
**HOMO**: -3.21 eV

Calculated atomic charges, method Mulliken, unit e: number 1, C, carries -0.40; number 2, C, carries 0.14; number 3, N, carries -0.67; number 4, C, carries 1.14; number 5, C, carries -0.70; number 6, C, carries -0.34; number 7, C, carries -0.22; number 8, N, carries 0.90; number 9, O, carries -0.67; number 10, O, carries -0.67; number 11, C, carries -0.31; number 12, C, carries -0.77; number 13, H, carries 0.06; number 14, H, carries 0.32; number 15, H, carries 0.42; number 16, H, carries 0.42; number 17, H, carries 0.33; number 18, C, carries -1.49; number 19, C, carries 0.68; number 20, C, carries -0.78; number 21, O, carries -0.43; number 22, C, carries 0.59; number 23, N, carries -0.06; number 24, N, carries -0.01; number 25, C, carries 0.55; number 26, O, carries -0.51; number 27, O, carries -0.38; number 28, C, carries 0.61; number 29, C, carries -1.40; number 30, C, carries -1.31; number 31, O, carries -0.50; number 32, H, carries 0.40; number 33, H, carries 0.34; number 34, H, carries 0.36; number 35, H, carries 0.34; number 36, H, carries 0.39; number 37, H, carries -0.13; number 38, H, carries 0.31; number 39, H, carries 0.31; number 40, H, carries 0.40; number 41, H, carries 0.34; number 42, H, carries 0.34; number 43, H, carries 0.37; number 44, H, carries 0.36; number 45, H, carries 0.33


The following is a quantum chemistry calculation of 4 unconnected molecules or ions with the total composition C16H19O14PS5, from the Open Molecules 2025 dataset.

Geometry as XYZ:
```
55
C16H19O14PS5 | the Open Molecules 2025 dataset | the ωB97M-V functional and the def2-TZVPD basis
O 1.72 -0.05 -4.61
C 1.17 -0.34 -3.51
C 1.99 -0.95 -2.25
S 3.83 -0.69 -2.29
C 1.29 -1.64 -1.22
C -0.32 -1.86 -1.27
O -0.76 -2.84 -0.62
C -1.16 -0.86 -2.17
C -2.68 -0.58 -2.05
P -3.74 -1.46 -0.77
S -4.96 -2.66 -1.77
C -3.41 0.43 -3.01
C -2.62 1.21 -4.13
C -1.09 0.94 -4.25
C -0.38 -0.08 -3.31
H 4.09 -0.34 -3.63
H 1.92 -2.07 -0.36
H -3.01 -2.19 0.22
H -4.62 -0.47 -0.17
H -4.54 0.63 -2.89
H -3.19 1.93 -4.81
H -0.51 1.53 -5.04
C 0.10 2.32 1.29
C -0.63 3.12 0.23
O -1.82 2.37 -0.04
S -2.29 1.61 1.32
O -3.31 2.40 1.94
O -2.46 0.22 1.02
O -0.92 1.81 2.15
H 0.63 1.47 0.85
H 0.80 2.94 1.86
H -0.04 3.25 -0.68
H -0.94 4.10 0.61
C 8.33 -3.87 -2.22
C 6.85 -3.51 -2.11
O 6.80 -2.40 -1.22
S 8.15 -1.52 -1.40
O 7.86 -0.43 -2.27
O 8.75 -1.34 -0.11
O 9.01 -2.62 -2.22
H 8.66 -4.44 -1.35
H 8.55 -4.43 -3.13
H 6.25 -4.34 -1.73
H 6.45 -3.19 -3.08
C -4.93 2.51 6.66
C -6.00 1.61 6.04
O -5.46 1.20 4.79
S -3.85 1.10 4.91
O -3.50 -0.28 5.15
O -3.26 1.87 3.85
O -3.69 1.91 6.31
H -4.96 3.51 6.22
H -5.03 2.59 7.74
H -6.95 2.13 5.91
H -6.16 0.72 6.65
```

Results
**SMILES string**: O=C1C(S)=CC(=O)c2c([PH2]=S)cccc21.O=S1(=O)OCCO1.O=S1(=O)OCCO1.O=S1(=O)OCCO1
**Molar mass**: 626.6 Da
**HOMO**: -7.99 eV

Calculated atomic charges, method Mulliken, unit e: number 1, O, carries -0.59; number 2, C, carries 0.32; number 3, C, carries 0.35; number 4, S, carries -0.26; number 5, C, carries -0.64; number 6, C, carries 0.46; number 7, O, carries -0.55; number 8, C, carries 0.37; number 9, C, carries 0.31; number 10, P, carries 0.27; number 11, S, carries -0.42; number 12, C, carries -0.45; number 13, C, carries -0.53; number 14, C, carries -0.59; number 15, C, carries 0.22; number 16, H, carries 0.21; number 17, H, carries 0.32; number 18, H, carries 0.13; number 19, H, carries 0.06; number 20, H, carries 0.32; number 21, H, carries 0.33; number 22, H, carries 0.34; number 23, C, carries -0.27; number 24, C, carries -0.41; number 25, O, carries -0.26; number 26, S, carries 1.16; number 27, O, carries -0.52; number 28, O, carries -0.43; number 29, O, carries -0.28; number 30, H, carries 0.23; number 31, H, carries 0.31; number 32, H, carries 0.34; number 33, H, carries 0.29; number 34, C, carries -0.34; number 35, C, carries -0.30; number 36, O, carries -0.25; number 37, S, carries 1.10; number 38, O, carries -0.53; number 39, O, carries -0.53; number 40, O, carries -0.30; number 41, H, carries 0.29; number 42, H, carries 0.30; number 43, H, carries 0.32; number 44, H, carries 0.26; number 45, C, carries -0.34; number 46, C, carries -0.34; number 47, O, carries -0.30; number 48, S, carries 1.06; number 49, O, carries -0.61; number 50, O, carries -0.44; number 51, O, carries -0.33; number 52, H, carries 0.27; number 53, H, carries 0.31; number 54, H, carries 0.31; number 55, H, carries 0.30


Across the entries above, lowest unoccupied orbital energy takes the values 0.656 0.449 0.596 0.994 -1.691 eV, respectively.
Across the entries above, Kohn-Sham gap takes the values 8.86 8.91 8.39 4.21 6.30 eV, respectively.
Across the entries above, maximum force takes the values 0.57 0.82 1.22 2.57 4.89 eV/A, respectively.